{"formula": "H5N5", "method": "the ωB97M-V functional and the def2-TZVPD basis", "elements": ["N", "N", "N", "N", "N", "H", "H", "H", "H", "H"], "coordinates": [[1.57507, -0.89091, -1.16423], [0.33673, -0.60431, -0.78148], [0.13209, -0.26052, 0.41938], [-1.16022, -0.28732, 0.88667], [-1.33554, 1.11143, 1.13824], [2.37551, -0.59908, -0.63684], [1.75967, -0.99370, -2.07400], [-1.87475, -0.48579, -0.00874], [-1.08663, 1.65127, 0.32757], [-0.72192, 1.35894, 1.89344]], "forces_ev_per_a": [[0.210, 0.742, 4.130], [-2.458, -0.365, 1.439], [3.684, -2.149, -2.046], [-2.150, 1.029, -3.878], [-1.992, 0.281, 0.994], [0.069, 0.237, 0.767], [-0.014, -0.321, -4.127], [2.196, 0.348, 2.732], [0.275, 0.141, -0.288], [0.180, 0.056, 0.276]], "mulliken_charge": [-0.302, -0.170, -0.124, -0.107, -0.567, 0.242, 0.187, 0.302, 0.259, 0.282], "relative_energy_kcal_mol": 22.7, "total_energy_ev": -7527.6093, "charge": 0, "gap_ev": 10.17, "fmax_ha_per_bohr": 0.09200, "e_lumo_ha": 0.0472, "mol_weight_g_mol": 75.075, "smiles": "N/N=N/NN"}